Record 1
Here is a structure of composition C54H50GeP4S4Tc from OMol25. Energies are from wB97M-V/def2-TZVPD.

Geometry as XYZ:
```
114
Properties=species:S:1:pos:R:3:forces:R:3:mulliken_spin:R:1
Tc -0.927 -0.265 0.690 -0.8934 0.7724 -0.7520 1.684
S -1.535 0.183 3.161 -0.1318 -0.3993 0.0098 -0.009
P -0.153 1.554 2.689 -0.0365 -0.5143 -1.5940 -0.082
C 0.620 0.993 1.240 0.0083 0.7816 1.5857 0.011
P 2.313 1.182 0.836 -1.4045 0.0731 -0.5350 -0.019
S 3.204 -0.270 -0.110 0.6197 -0.3786 -0.1883 0.005
C 2.485 2.726 -0.137 0.1450 -0.2160 0.0409 0.003
C 3.247 2.722 -1.295 0.0489 0.0164 0.0523 0.001
C 3.404 3.884 -2.026 0.0574 0.1177 -0.1299 0.000
C 2.795 5.055 -1.607 0.0450 0.1434 -0.1015 0.000
C 2.012 5.055 -0.463 -0.0915 0.3026 0.0191 0.001
C 1.849 3.893 0.265 0.0622 -0.1708 0.0278 0.001
C 3.339 1.513 2.303 0.1217 0.0892 -0.1075 0.022
C 3.473 0.468 3.213 -0.0679 -0.0069 -0.0843 -0.001
C 4.327 0.585 4.288 0.1956 0.0421 0.0332 0.002
C 5.055 1.755 4.473 0.1694 -0.0222 -0.1490 -0.001
C 4.929 2.792 3.563 0.3894 0.0607 0.1248 0.001
C 4.090 2.671 2.471 -0.1768 -0.1719 -0.1817 -0.002
C -1.166 3.059 2.430 0.2838 -0.0854 0.1967 0.055
C -1.617 3.777 3.530 -0.0048 0.0173 -0.0895 0.005
C -2.445 4.867 3.348 -0.1319 0.2386 0.1879 -0.001
C -2.851 5.229 2.072 -0.1236 0.0342 -0.0257 0.002
C -2.409 4.503 0.975 -0.1355 0.2098 -0.0457 0.007
C -1.557 3.428 1.148 0.2232 -0.1195 -0.0282 -0.036
C 0.825 2.009 4.133 0.4671 0.2701 0.3101 0.019
C 1.065 1.089 5.154 -0.4438 0.2474 -0.4153 -0.006
C 1.908 1.419 6.190 0.2505 0.3619 0.4839 0.000
C 2.541 2.657 6.215 -0.3518 -0.0712 -0.0456 0.000
C 2.316 3.568 5.190 0.2222 0.1553 0.5646 0.002
C 1.469 3.252 4.157 -0.4633 -0.5419 -0.0759 0.004
H 3.702 1.793 -1.611 -0.0008 -0.0228 0.0138 0.001
H 4.002 3.871 -2.927 0.0128 0.0241 -0.0907 0.000
H 2.921 5.968 -2.176 -0.0171 0.0186 -0.0215 0.000
H 1.523 5.967 -0.144 -0.0545 0.0438 0.0191 0.000
H 1.221 3.881 1.147 -0.0674 0.0259 -0.0006 -0.001
H 2.893 -0.435 3.057 -0.0142 -0.0632 -0.0304 -0.001
H 4.416 -0.231 4.994 0.0122 -0.0236 0.0503 0.000
H 5.721 1.854 5.321 0.0012 0.0194 0.0558 0.000
H 5.481 3.714 3.710 0.0701 -0.0132 0.0063 0.000
H 4.009 3.477 1.751 0.0049 -0.0030 0.0508 0.000
H -1.315 3.473 4.525 -0.0392 0.0427 0.0317 0.000
H -2.770 5.444 4.206 -0.0770 -0.0073 0.0119 0.000
H -3.527 6.068 1.940 0.0608 0.0096 -0.0376 0.001
H -2.723 4.786 -0.020 -0.0282 -0.0004 -0.1013 0.001
H -1.189 2.855 0.303 0.0358 0.0331 0.0225 -0.005
H 0.583 0.120 5.116 -0.0656 -0.0363 -0.0638 -0.001
H 2.095 0.708 6.984 0.0144 -0.0714 0.0458 0.000
H 3.212 2.912 7.023 0.0751 -0.0097 0.0654 0.000
H 2.817 4.527 5.198 0.0706 0.0460 0.0109 0.000
H 1.296 3.956 3.355 0.0066 0.0736 -0.0197 -0.007
S 0.951 -2.490 1.667 -0.1513 0.2703 0.6387 0.023
P 0.387 -2.671 -0.208 -0.3205 0.8115 -1.0651 -0.064
C -0.004 -1.129 -0.914 0.0384 -1.4866 -0.6907 0.013
P -0.123 -0.618 -2.588 0.0787 -0.5944 1.4374 0.048
S 0.323 1.252 -2.889 0.1451 0.8509 -0.2243 -0.001
C -1.785 -0.990 -3.256 0.0577 0.0298 -0.1445 -0.005
C -2.457 -0.051 -4.031 0.1777 -0.1075 0.1371 -0.014
C -3.664 -0.376 -4.618 -0.2344 -0.1093 -0.2040 -0.003
C -4.206 -1.643 -4.450 -0.0609 0.0798 -0.0181 -0.001
C -3.543 -2.576 -3.662 -0.2377 -0.2117 -0.1955 0.009
C -2.338 -2.253 -3.071 0.1628 0.1999 0.1037 -0.007
C 0.948 -1.607 -3.688 -0.1890 0.2635 -0.0391 0.000
C 2.299 -1.615 -3.359 0.0256 -0.0073 -0.0023 -0.008
C 3.203 -2.260 -4.177 0.0820 0.0957 -0.0071 0.000
C 2.767 -2.882 -5.337 0.0755 0.0251 -0.1861 0.001
C 1.430 -2.830 -5.693 0.1406 -0.1717 -0.2319 0.000
C 0.518 -2.192 -4.872 -0.1193 0.0440 0.2385 -0.005
C -1.003 -3.860 -0.004 0.1603 0.0197 0.1113 -0.030
C -0.748 -5.225 0.092 -0.1159 0.0856 -0.1615 0.004
C -1.745 -6.086 0.508 -0.0255 -0.2437 -0.0242 0.000
C -2.997 -5.595 0.845 -0.0961 -0.0253 0.0932 -0.001
C -3.251 -4.233 0.760 -0.2125 -0.0647 0.0797 0.000
C -2.257 -3.371 0.342 0.1841 0.3205 -0.2667 0.035
C 1.562 -3.680 -1.165 0.0625 0.1378 0.0163 -0.004
C 2.875 -3.742 -0.718 -0.2364 0.0481 0.0743 0.002
C 3.809 -4.483 -1.414 0.1461 -0.1177 -0.1492 0.002
C 3.438 -5.136 -2.578 0.1086 -0.1598 0.0511 0.001
C 2.134 -5.056 -3.045 -0.0207 -0.2569 -0.1119 0.000
C 1.193 -4.334 -2.339 0.0095 0.0055 0.2296 -0.005
H -1.999 0.920 -4.171 0.0107 0.0424 0.0359 -0.003
H -4.172 0.357 -5.233 -0.0823 0.0180 -0.0028 0.000
H -5.142 -1.899 -4.934 -0.0067 -0.0150 0.0613 0.000
H -3.966 -3.563 -3.521 -0.0205 -0.0251 0.0321 0.000
H -1.815 -2.973 -2.453 -0.0370 -0.0259 0.0408 0.001
H 2.619 -1.122 -2.449 0.0329 0.0511 0.0411 0.001
H 4.247 -2.278 -3.898 0.0973 -0.0498 -0.0083 0.000
H 3.475 -3.404 -5.968 0.0586 -0.0270 -0.0776 0.000
H 1.098 -3.287 -6.618 -0.0132 -0.0409 -0.0032 0.000
H -0.529 -2.155 -5.145 -0.0044 -0.0044 -0.0341 0.002
H 0.241 -5.601 -0.137 -0.0329 -0.0387 0.0252 0.000
H -1.540 -7.148 0.579 -0.0125 -0.0442 0.0441 0.000
H -3.766 -6.269 1.203 -0.0493 -0.0212 -0.0538 0.000
H -4.226 -3.849 1.028 -0.0366 0.0226 0.0299 0.000
H -2.433 -2.284 0.292 -0.0947 -0.3942 -0.0407 -0.036
H 3.137 -3.204 0.182 0.0298 0.0291 0.0931 0.003
H 4.823 -4.547 -1.040 0.0686 -0.0020 -0.0664 0.000
H 4.166 -5.721 -3.123 0.0958 -0.0410 -0.1011 0.000
H 1.853 -5.555 -3.965 0.0137 0.0107 0.0203 0.000
H 0.173 -4.276 -2.696 -0.0331 -0.0082 0.0002 -0.002
C -4.875 1.241 1.575 0.2700 -0.1814 -0.5318 -0.030
Ge -4.258 0.573 -0.209 -0.7030 -0.1785 0.2346 -0.012
C -5.165 1.713 -1.596 0.3900 -0.2526 0.3780 -0.001
C -5.184 -1.188 -0.490 0.4296 0.4893 0.0602 -0.013
C -2.319 0.595 -0.420 0.8393 -0.3036 1.0821 -0.602
H -5.938 1.071 1.724 -0.2186 -0.0496 -0.0881 0.001
H -4.677 2.307 1.651 0.0692 0.1875 0.0315 0.002
H -4.323 0.742 2.364 0.1320 -0.0669 0.0935 0.001
H -6.245 1.596 -1.544 -0.1822 -0.0785 0.1165 0.000
H -4.842 1.404 -2.583 0.1099 -0.0749 -0.2172 0.001
H -4.930 2.764 -1.471 0.1073 0.2306 0.0529 0.000
H -6.256 -1.030 -0.577 -0.1653 0.1138 0.0288 0.002
H -5.002 -1.874 0.329 0.0672 -0.1170 0.1785 -0.003
H -4.828 -1.641 -1.410 0.0814 -0.1076 -0.1360 0.005
H -2.094 1.260 -1.264 0.3009 -0.0997 0.0848 0.036
```
Forces are in eV/Å.

As for the spin multiplicity: 2. The total energy is -7203.68740 hartree. The LUMO energy (spin up / spin down) comes out at 4.24 / 4.24 eV. The calculation puts the HOMO energy (spin up / spin down) at -0.903 / -0.665 eV. Its HOMO-LUMO gap (spin up / spin down) is 0.1891 / 0.1803 hartree. The total charge is -2.



Record 2
Here is a structure of composition C54H51F15GeN7OSTeTi from OMol25. Energies are from wB97M-V/def2-TZVPD.

Geometry as XYZ:
```
132
Properties=species:S:1:pos:R:3:forces:R:3:mulliken_spin:R:1
Ti 0.292 -0.065 0.116 -0.0019 0.1150 -1.3227 0.935
C 1.366 -3.230 1.141 -0.0434 0.2773 -0.0758 0.011
C 2.533 -2.395 0.613 -0.2322 -0.1635 0.2255 0.010
N 2.221 -0.960 0.531 0.2495 0.6482 -0.6030 0.029
C 3.136 -0.041 1.224 -0.1254 -0.0220 0.1299 -0.004
C 2.741 1.405 0.915 0.0364 -0.2159 0.1282 0.027
N 1.294 1.656 1.137 0.2044 0.2428 -0.0281 -0.023
C 0.949 2.227 2.453 0.0367 -0.1987 0.1057 0.002
C 1.147 1.242 3.595 -0.0345 -0.0837 -0.1744 0.000
C 0.303 -0.047 3.523 0.0913 0.0631 0.0186 0.008
N -0.395 -0.305 2.249 -0.4331 0.0198 -0.2364 -0.004
C -1.301 -1.468 2.435 0.0075 -0.0773 -0.1003 0.008
C -1.792 -1.980 1.086 0.3281 -0.0601 0.2896 0.007
N -0.654 -2.052 0.148 -0.4644 0.0300 -0.1132 -0.012
C 0.165 -3.281 0.194 0.1888 0.0094 0.1010 0.009
H 1.071 -2.841 2.118 0.0214 -0.1125 0.0455 -0.004
H 1.721 -4.253 1.280 -0.0032 -0.0011 0.0512 0.000
H 2.806 -2.772 -0.376 0.0269 0.0467 -0.0207 -0.008
H 3.395 -2.528 1.270 0.0308 0.0126 -0.0199 0.003
H 2.182 -0.695 -0.478 0.5586 -0.4477 0.1316 -0.037
H 4.176 -0.201 0.917 0.0184 0.0220 -0.0075 -0.004
H 3.072 -0.245 2.294 0.0448 -0.0611 -0.0050 -0.003
H 2.951 1.586 -0.140 -0.1214 0.0895 -0.0182 -0.002
H 3.351 2.095 1.506 0.0187 -0.0164 0.0213 0.002
H 1.005 2.324 0.426 0.1319 -0.0115 -0.0574 0.014
H -0.096 2.543 2.429 -0.0129 -0.0214 -0.0842 0.009
H 1.560 3.116 2.638 -0.0147 0.0194 0.0274 0.001
H 0.896 1.756 4.525 0.0450 0.0351 -0.0046 0.001
H 2.208 0.994 3.656 -0.0061 -0.0041 0.0906 0.000
H -0.460 -0.010 4.303 0.0155 -0.0318 0.0305 0.000
H 0.939 -0.910 3.734 -0.0431 -0.0393 -0.0224 0.001
H -1.044 0.500 2.131 -0.0255 -0.1550 0.3889 -0.008
H -2.150 -1.175 3.060 0.0116 -0.0152 0.0334 0.002
H -0.753 -2.254 2.956 0.0465 0.0449 0.0379 -0.002
H -2.526 -1.281 0.691 -0.0106 -0.0283 -0.0696 0.002
H -2.270 -2.957 1.208 -0.0470 0.0098 0.0165 0.000
H -0.994 -1.973 -0.806 0.0184 -0.1357 -0.0125 0.019
H 0.541 -3.448 -0.818 -0.0427 0.0070 -0.0190 -0.004
H -0.474 -4.129 0.459 -0.0263 0.0067 0.0103 0.002
C 2.847 -8.386 -6.230 0.0253 0.0547 -0.0053 0.000
C 2.611 -6.972 -5.772 -0.0036 -0.0138 -0.0022 0.000
C 1.465 -6.280 -6.129 -0.0255 -0.0204 0.0500 0.001
C 1.201 -4.998 -5.650 0.0485 0.0878 -0.1571 0.000
C -0.074 -4.321 -6.095 0.0326 -0.0497 0.0244 0.000
C 2.119 -4.370 -4.796 -0.1424 0.0979 -0.0890 -0.002
Te 1.403 -2.613 -3.744 0.3063 -0.9197 0.2255 -0.001
N 0.695 -0.792 -1.868 -0.6799 0.2788 0.5694 -0.002
C 0.600 0.426 -2.273 0.3488 0.0127 0.4356 0.028
O 0.794 1.376 -1.378 0.2113 0.2645 0.0726 -0.020
C 0.238 0.882 -3.650 -0.1315 0.2005 0.1222 -0.012
C -0.737 0.223 -4.389 -0.0388 -0.0150 -0.0234 -0.003
C -1.126 0.709 -5.629 0.0136 -0.0046 0.0047 0.001
C -0.541 1.861 -6.138 -0.0087 -0.0216 0.0035 0.000
C 0.428 2.529 -5.400 0.0345 -0.0393 -0.0197 0.000
C 0.808 2.045 -4.157 0.0623 -0.0214 -0.0454 0.002
C 3.117 -1.382 -3.897 -0.1019 0.2296 -0.1665 0.001
C 3.883 -1.101 -2.770 -0.0355 -0.0319 0.0121 0.001
C 4.962 -0.233 -2.826 0.0022 -0.0016 -0.0082 0.000
C 5.289 0.365 -4.035 0.0043 -0.0159 0.0141 0.000
C 4.528 0.095 -5.160 -0.0004 -0.0107 -0.0047 0.000
C 3.431 -0.767 -5.115 0.0376 -0.0435 -0.0260 0.000
C 2.635 -1.015 -6.368 0.0284 0.0319 0.0348 0.000
C 3.299 -5.048 -4.455 0.0815 0.0923 -0.0253 0.000
C 4.337 -4.430 -3.557 -0.0533 -0.0761 0.0160 0.000
C 3.527 -6.326 -4.952 -0.0011 0.0088 0.0075 0.001
H 2.151 -8.665 -7.020 0.0149 -0.0066 -0.0083 0.000
H 2.711 -9.086 -5.402 -0.0056 -0.0070 -0.0073 0.000
H 3.864 -8.517 -6.603 -0.0089 -0.0047 -0.0154 0.000
H 0.745 -6.754 -6.789 0.0001 0.0080 0.0056 0.000
H -0.563 -4.905 -6.874 0.0006 -0.0037 0.0108 0.000
H 0.127 -3.322 -6.484 -0.0172 0.0139 0.0255 0.000
H -0.781 -4.209 -5.269 -0.0141 0.0156 -0.0177 0.000
H -1.210 -0.658 -3.975 0.0797 -0.0595 -0.0300 0.000
H -1.891 0.192 -6.195 0.0002 0.0080 0.0010 0.000
H -0.850 2.242 -7.103 0.0178 0.0017 -0.0022 0.000
H 0.881 3.431 -5.791 0.0062 -0.0058 -0.0022 0.000
H 1.554 2.563 -3.569 -0.0266 0.0135 0.0188 0.000
H 3.645 -1.597 -1.838 0.0025 -0.0022 0.0127 -0.003
H 5.554 -0.040 -1.940 -0.0045 -0.0051 -0.0013 0.000
H 6.139 1.032 -4.103 -0.0170 0.0154 0.0012 0.000
H 4.785 0.563 -6.103 -0.0081 0.0049 0.0039 0.000
H 3.037 -0.435 -7.198 -0.0033 -0.0057 0.0000 0.000
H 1.589 -0.735 -6.221 -0.0020 -0.0054 -0.0009 0.000
H 2.658 -2.073 -6.640 -0.0277 -0.0010 -0.0052 0.000
H 3.930 -4.270 -2.553 0.0006 0.0524 -0.0165 0.000
H 4.664 -3.461 -3.930 0.0253 -0.0011 0.0054 0.000
H 5.210 -5.078 -3.475 -0.0160 -0.0108 0.0267 0.000
H 4.444 -6.838 -4.674 -0.0041 0.0041 -0.0086 0.000
N -2.006 2.123 -0.240 0.0778 0.0564 -0.0689 0.015
C -3.044 2.488 -0.995 -0.0403 -0.0180 -0.1290 0.001
C -3.378 1.404 -1.781 -0.0158 0.0552 0.0352 -0.002
C -2.484 0.409 -1.392 0.0090 -0.0928 0.0294 0.018
N -1.656 0.842 -0.440 -0.4616 0.1275 0.0587 -0.029
H -1.654 2.630 0.559 -0.0750 -0.0901 0.1049 0.021
H -3.476 3.470 -0.910 0.0155 -0.0039 0.0141 0.000
H -4.157 1.340 -2.519 0.0206 0.0125 -0.0102 0.000
H -2.396 -0.593 -1.781 0.0399 0.0034 0.0106 -0.004
F -5.452 4.206 3.108 -0.0039 -0.0333 -0.0342 0.000
C -5.890 3.439 4.119 0.0229 -0.0260 0.0345 0.000
C -4.977 2.865 4.990 -0.1235 -0.1578 -0.1705 0.000
C -5.511 2.107 6.015 0.0513 0.1304 0.0835 0.000
F -4.717 1.566 6.951 -0.0012 -0.0378 -0.0234 0.000
C -6.871 1.887 6.151 0.0089 -0.0311 0.0122 0.000
F -7.345 1.133 7.145 0.0017 0.0105 0.0122 0.000
C -7.745 2.449 5.240 -0.0264 0.0034 -0.0012 0.000
F -9.052 2.223 5.340 -0.0104 0.0471 0.0345 0.000
C -7.255 3.253 4.226 0.0015 0.0030 -0.0180 0.000
F -8.098 3.819 3.361 0.0011 -0.0044 -0.0103 0.000
Ge -3.088 2.888 4.411 -0.0123 0.0288 0.0452 0.000
S -2.884 1.695 2.662 -0.0481 0.1235 0.1095 0.000
C -1.921 2.226 5.883 0.1150 -0.0901 -0.1105 0.000
C -1.971 0.876 6.203 0.0157 0.0008 0.0138 0.000
F -2.892 0.085 5.641 -0.0184 0.0001 0.0102 0.000
C -1.071 0.268 7.059 -0.0239 -0.0074 -0.0183 0.000
F -1.150 -1.038 7.321 0.0003 -0.0044 -0.0006 0.000
C -0.054 1.020 7.619 0.0310 -0.0119 -0.0022 0.000
F 0.838 0.447 8.421 -0.0108 0.0014 0.0256 0.000
C 0.040 2.366 7.321 0.0025 0.0405 -0.0177 0.000
F 1.031 3.092 7.841 -0.0068 0.0085 0.0142 0.000
C -0.885 2.939 6.463 -0.0527 0.0178 0.0602 0.000
F -0.712 4.245 6.201 -0.0023 0.0073 0.0067 0.000
C -2.669 4.817 4.225 0.0588 0.0363 -0.0107 0.000
C -1.872 5.350 3.227 -0.0655 0.0011 -0.0074 0.000
F -1.338 4.569 2.268 0.0306 0.0073 0.0101 0.000
C -1.566 6.698 3.146 0.0124 -0.0218 -0.0020 0.000
F -0.787 7.162 2.167 -0.0046 0.0050 -0.0125 0.000
C -2.068 7.565 4.098 0.0085 0.0226 -0.0042 0.000
F -1.782 8.862 4.038 0.0042 0.0052 0.0006 0.000
C -2.868 7.075 5.114 -0.0291 0.0128 0.0127 0.000
F -3.344 7.906 6.040 -0.0166 0.0016 -0.0047 0.000
C -3.152 5.723 5.155 0.0056 -0.0195 -0.0353 0.000
F -3.917 5.295 6.172 0.0643 -0.0097 0.0491 0.000
```
Forces are in eV/Å.

As for the spin multiplicity: 2. The total energy is -7637.49661 hartree. The LUMO energy comes out at 0.03 eV. The calculation puts the HOMO energy at -7.206 eV. Its HOMO-LUMO gap is 0.2658 hartree.